(1)
{
  "formula": "C26H22F3MoN10O5Sb",
  "method": "ωB97M-V/def2-TZVPD",
  "symbols": ["Mo", "O", "C", "C", "N", "C", "C", "O", "O", "C", "C", "O", "O", "H", "H", "H", "H", "H", "H", "H", "H", "H", "N", "C", "N", "N", "N", "N", "C", "N", "N", "N", "N", "H", "F", "C", "C", "C", "C", "C", "C", "Sb", "C", "C", "C", "C", "F", "C", "C", "C", "C", "C", "C", "F", "C", "C", "H", "H", "H", "H", "H", "H", "H", "H", "H", "H", "H", "H"],
  "coordinates": [[0.437330, 1.164785, -1.145135], [1.303880, 3.134073, -1.786060], [1.599811, 3.299065, -3.187648], [0.499710, 2.547139, -3.895357], [0.452869, 1.156306, -3.393281], [1.673184, 0.395870, -3.789223], [2.780692, 0.469911, -2.733466], [3.939520, 0.441171, -3.062534], [2.320591, 0.518414, -1.511769], [-0.749413, 0.435594, -3.857709], [-0.989436, -0.729658, -2.905710], [-1.634607, -1.699238, -3.197877], [-0.394147, -0.566282, -1.733437], [2.045282, 3.378523, -1.208432], [2.591711, 2.904894, -3.414684], [1.565680, 4.358331, -3.439381], [0.650637, 2.556866, -4.978050], [-0.459707, 3.013828, -3.667802], [2.042883, 0.733153, -4.757450], [1.407051, -0.658426, -3.874791], [-0.632762, 0.075188, -4.880360], [-1.623307, 1.080212, -3.789773], [-1.577256, 3.258460, 1.045318], [-2.218519, 2.602839, 0.027947], [-3.517797, 2.646270, -0.169031], [-3.719507, 1.892688, -1.263197], [-2.614441, 1.420477, -1.704447], [-1.604831, 1.855574, -0.899293], [-0.236299, 3.174686, 1.265499], [0.426363, 3.896586, 2.149320], [1.712313, 3.551200, 1.986881], [1.844932, 2.672461, 1.059762], [0.601011, 2.389472, 0.578278], [-2.131746, 3.812885, 1.676242], [2.513830, -0.748135, 6.622914], [2.024298, -0.725449, 5.372596], [2.575520, 0.145223, 4.455553], [2.062636, 0.163465, 3.165449], [1.010189, -0.676106, 2.814735], [0.477286, -1.546985, 3.766578], [0.982139, -1.579261, 5.054911], [0.206768, -0.744379, 0.860273], [-1.858501, -0.762881, 1.278381], [-2.311258, -0.060920, 2.394307], [-3.668776, 0.082736, 2.634171], [-4.556458, -0.476770, 1.735717], [-5.872178, -0.339511, 1.959909], [-4.139484, -1.166453, 0.614448], [-2.779935, -1.302633, 0.383853], [0.787454, -2.696156, 0.289268], [1.881835, -3.256825, 0.944036], [2.329292, -4.528394, 0.618834], [1.660450, -5.225371, -0.367242], [2.083018, -6.459539, -0.689855], [0.571511, -4.699037, -1.034720], [0.137604, -3.424416, -0.706023], [3.385264, 0.799069, 4.748868], [2.487504, 0.847115, 2.441916], [-0.340276, -2.210339, 3.506917], [0.584614, -2.246242, 5.807504], [-1.607515, 0.382288, 3.089941], [-4.040752, 0.626001, 3.491967], [-4.870746, -1.566550, -0.074059], [-2.456638, -1.812770, -0.515006], [2.399488, -2.705461, 1.719628], [3.179318, -4.975616, 1.115374], [0.076453, -5.281123, -1.800132], [-0.705629, -3.011892, -1.244357]],
  "atomic_forces_ev_per_a": [[-0.5082, 0.4121, 0.5199], [-0.0568, 0.0225, -0.1173], [0.0035, -0.0093, 0.0326], [-0.0257, 0.0231, 0.0239], [0.1417, -0.0524, -0.0175], [0.0239, 0.0154, 0.0675], [0.0157, -0.0723, -0.2053], [0.0219, -0.0087, 0.0694], [0.1266, 0.1363, 0.0621], [-0.0440, -0.1093, 0.0250], [-0.0830, 0.0708, -0.1193], [0.0267, 0.0266, 0.0489], [-0.1978, -0.3760, -0.2044], [0.0281, -0.0237, 0.0381], [-0.0035, -0.0039, 0.0104], [0.0075, 0.0021, -0.0041], [0.0068, 0.0171, 0.0038], [-0.0217, -0.0179, -0.0070], [-0.0073, 0.0223, -0.0078], [-0.0127, 0.0011, 0.0015], [0.0410, -0.0024, -0.0011], [0.0044, 0.0281, 0.0180], [-0.0745, -0.0800, 0.1713], [-0.0125, -0.0684, -0.1821], [-0.0438, 0.0407, 0.1660], [0.0572, -0.0328, -0.1343], [-0.0781, -0.0290, 0.0060], [0.4075, 0.0163, -0.0477], [0.1806, 0.0672, -0.0809], [-0.0648, 0.0028, 0.1168], [0.0754, -0.0125, -0.1114], [0.0132, 0.1230, 0.1073], [-0.0167, -0.2804, -0.2264], [0.0083, 0.0152, -0.0216], [0.0056, -0.0021, 0.0023], [-0.0343, -0.0099, -0.0454], [0.0135, 0.0124, 0.0209], [0.0063, 0.0267, -0.0632], [-0.0407, 0.0075, -0.0232], [-0.0211, -0.0258, -0.0321], [0.0333, 0.0251, 0.0283], [0.0723, -0.0091, 0.0915], [0.0237, 0.0472, -0.0331], [0.0165, -0.0140, 0.0278], [-0.0197, -0.0045, -0.0119], [0.0484, 0.0029, 0.0130], [-0.0049, -0.0011, -0.0037], [-0.0344, 0.0002, -0.0134], [-0.0013, -0.0044, -0.0314], [-0.0017, 0.0261, 0.0517], [0.0143, 0.0308, 0.0088], [0.0004, -0.0240, -0.0216], [-0.0162, 0.0565, 0.0207], [0.0038, -0.0066, 0.0025], [-0.0007, -0.0380, -0.0208], [-0.0613, 0.0446, -0.0038], [-0.0029, -0.0065, 0.0046], [0.0099, -0.0129, 0.0089], [-0.0039, 0.0037, 0.0039], [-0.0026, 0.0026, -0.0015], [0.0071, -0.0057, 0.0070], [-0.0034, -0.0037, -0.0026], [-0.0020, 0.0056, 0.0039], [0.0055, 0.0179, 0.0105], [0.0027, -0.0066, 0.0038], [-0.0011, -0.0003, -0.0040], [0.0054, 0.0015, 0.0017], [0.0442, 0.0000, -0.0003]],
  "largest_force_ev_per_a": 0.8,
  "lumo_energy_ev": [-0.99, -1.24],
  "spin_multiplicity": 3
}

---

(2)
{
  "formula": "C6H7O3",
  "method": "ωB97M-V/def2-TZVPD",
  "symbols": ["C", "C", "C", "C", "C", "C", "O", "O", "O", "H", "H", "H", "H", "H", "H", "H"],
  "coordinates": [[0.180702, 1.206732, 0.099942], [-1.175744, 1.490584, 0.081306], [0.346624, -0.187879, 0.058105], [-1.880246, 0.256238, 0.035671], [-3.799434, -1.082814, -0.154346], [2.758738, -0.631208, -0.208565], [-0.912669, -0.730497, -0.015025], [1.393179, -0.960619, 0.102157], [-3.133694, -0.003484, 0.031986], [0.989530, 1.941450, 0.095233], [-1.436607, 2.449347, -0.012390], [-4.939302, -0.999253, -0.029049], [-3.311607, -2.003797, -0.176698], [3.103165, 0.478329, -0.094350], [3.064785, -1.010764, -1.108763], [3.425688, -1.086471, 0.481855]],
  "atomic_forces_ev_per_a": [[0.7705, -0.3592, -0.1397], [0.9017, -3.8981, -0.0431], [-0.5715, 1.6233, -0.1295], [4.1162, 1.5863, 0.0592], [-2.8224, 0.5372, 0.8552], [0.8095, 3.5699, 2.1010], [0.1805, -1.4595, 0.2956], [-1.3847, -0.5780, -0.0853], [-0.9763, 0.5349, -0.3153], [-0.4373, -0.3740, 0.0736], [-1.9296, 3.3232, -0.0167], [2.1223, 0.0954, -0.3895], [0.8619, -1.3486, -0.2759], [-1.4514, -1.6553, -0.4748], [-0.0434, -0.7475, -2.6346], [-0.1460, -0.8500, 1.1199]],
  "total_charge": 1,
  "largest_force_ev_per_a": 4.4,
  "lumo_energy_ev": [-6.12, -5.08]
}

---

For reference, energy above the lowest of the compared OMol25 structures with the same formula, charge and spin by record: 0.0, 52.2 kcal per mole.